Below is one molecule with the formula C21H28N4O4S, with properties calculated with the ωB97M-V functional and the def2-TZVPD basis.

XYZ file:
```
58
C21H28N4O4S the ωB97M-V functional and the def2-TZVPD basis
C -6.30560 -2.06831 -1.25018
H -7.25092 -2.37679 -0.80630
O -5.47887 -1.70470 -0.17200
C -4.21119 -1.27939 -0.44331
C -3.65977 -1.16185 -1.70920
C -2.35616 -0.70418 -1.83705
C -1.58240 -0.36861 -0.74400
C -2.14489 -0.49868 0.53848
C -3.44706 -0.94642 0.67655
H -3.91507 -1.05923 1.64042
O -1.33845 -0.17267 1.58505
C -1.87524 -0.19402 2.88411
H -1.07703 0.15614 3.53716
H -2.73673 0.47509 2.97483
H -2.17083 -1.20483 3.18493
C -0.18267 0.15646 -0.90447
N -0.07463 1.48133 -0.31672
C -0.89382 2.50334 -0.91888
H -0.44312 2.95083 -1.82160
H -1.85576 2.06950 -1.19588
C -1.10189 3.58128 0.14028
N 0.18308 4.00227 0.64769
C 1.30693 3.26610 0.65689
O 2.33681 3.68354 1.15810
C 1.26914 1.91698 -0.05124
C 2.19839 2.04649 -1.29935
H 2.93139 2.83450 -1.12553
C 2.89441 0.74626 -1.63130
O 2.59049 0.09598 -2.61772
N 3.88748 0.34251 -0.80207
C 4.33030 0.98868 0.41125
H 4.03600 0.39351 1.27908
H 3.91714 1.98611 0.52076
H 5.42106 1.06310 0.39340
C 4.39660 -0.99546 -1.00256
C 3.59771 -1.98674 -0.22207
N 2.67516 -1.68205 0.61432
C 2.08662 -2.77512 1.17498
C 2.59381 -3.95969 0.74209
S 3.85004 -3.70991 -0.41190
H 2.30948 -4.95254 1.02482
C 1.00356 -2.58445 2.17779
H 0.32706 -1.80481 1.83602
H 0.45696 -3.51127 2.32862
H 1.43083 -2.26661 3.12878
H 4.31610 -1.23409 -2.06858
H 5.45037 -1.04062 -0.70807
H 1.59943 2.32308 -2.16863
H 1.70983 1.18591 0.63584
H 0.22811 4.87524 1.15524
H -1.70934 3.16712 0.95471
H -1.61923 4.44853 -0.27993
H 0.51647 -0.48788 -0.36346
H 0.09459 0.14160 -1.96823
H -1.93040 -0.60937 -2.82537
H -4.22008 -1.41351 -2.59465
H -6.48157 -1.22401 -1.92468
H -5.88261 -2.90367 -1.81729
```

Computed properties:
Kohn-Sham gap	8.90	eV
total charge	0
SMILES string	COc1ccc(CN2CCNC(=O)[C@@H]2CC(=O)N(C)Cc2nc(C)cs2)c(OC)c1
HOMO	-8.24	eV
calculated total energy	-1735.21017	hartree
LUMO level	0.66	eV

Calculated atomic charges, method Mulliken, unit e:
1. C -0.882
2. H 0.258
3. O -0.449
4. C 0.501
5. C -0.912
6. C -0.517
7. C -0.403
8. C 0.784
9. C -0.393
10. H 0.528
11. O -0.146
12. C -1.200
13. H 0.277
14. H 0.435
15. H 0.338
16. C -0.078
17. N 0.647
18. C -0.647
19. H 0.279
20. H 0.460
21. C -0.678
22. N -0.131
23. C -0.255
24. O -0.718
25. C 0.109
26. C -1.125
27. H 0.521
28. C 0.756
29. O -0.695
30. N 0.094
31. C -0.868
32. H 0.235
33. H 0.387
34. H 0.301
35. C -1.294
36. C 0.541
37. N -0.064
38. C 0.005
39. C -0.340
40. S -0.224
41. H 0.468
42. C -0.590
43. H -0.224
44. H 0.367
45. H 0.296
46. H 0.398
47. H 0.493
48. H 0.225
49. H 0.674
50. H 0.284
51. H 0.195
52. H 0.434
53. H -0.620
54. H 0.589
55. H 0.475
56. H 0.407
57. H 0.344
58. H 0.347